Entry 1:
Here is a cluster of 3 separate species, C7H17NO2 in total at a distorted geometry from the Open Molecules 2025 dataset. Energies are from ωB97M-V with the def2-TZVPD basis set.

Structure (ORCA input):
```
! wB97M-V def2-TZVPD RIJCOSX def2/J DEFGRID3
* xyz -1 2
C -0.6231 -2.6786 0.0894
C 0.7587 -2.0891 -0.1207
N -0.4813 -0.4413 -2.1755
C 0.1697 0.1316 -1.0706
C 0.7550 -0.5581 -0.0864
C 1.2898 0.0739 1.1437
C 2.6043 0.4546 1.3134
C 0.1361 1.6346 -1.0367
H -1.1295 -2.0910 0.8612
H -1.2181 -2.5628 -0.8150
H -0.5366 -3.7348 0.3182
H 1.3931 -2.3931 0.7104
H 1.3114 -2.4376 -1.0024
H -0.3499 0.0057 -3.0394
H -0.3406 -1.4195 -2.3076
H 0.6721 0.0084 2.0354
H 2.9920 0.8398 2.2365
H 3.3986 0.4003 0.5748
H -0.4166 2.0413 -0.1812
H -0.3812 2.0176 -1.9425
H 1.1027 2.0647 -1.0791
H -2.9821 1.5439 -0.1260
H -2.2967 2.0844 -1.4215
O -3.1296 2.0232 -0.9615
H -1.0331 2.0842 2.0349
H -0.4812 1.1723 3.0948
O -1.1840 1.8255 2.9533
*
```

HOMO level (alpha / beta): 0.9 / -3.7 eV
electronic energy: -13117.200 eV
HOMO-LUMO gap (alpha / beta): 2.670 / 7.187 eV

The Mulliken scheme yields these atomic charges, measured in e:
1. C -0.959
2. C -1.196
3. N -0.514
4. C 0.799
5. C 0.323
6. C -0.551
7. C -1.213
8. C -1.416
9. H 0.254
10. H 0.279
11. H 0.390
12. H 0.370
13. H 0.363
14. H 0.197
15. H 0.197
16. H 0.301
17. H 0.320
18. H 0.231
19. H 0.087
20. H 0.471
21. H 0.393
22. H 0.334
23. H 0.327
24. O -0.724
25. H 0.286
26. H 0.390
27. O -0.740

***

Entry 2:
Here is a structure of composition C2H5CuO3 at a distorted geometry from the Open Molecules 2025 dataset. Energies are from ωB97M-V with the def2-TZVPD basis set.

Structure (ORCA input):
```
! wB97M-V def2-TZVPD RIJCOSX def2/J DEFGRID3
* xyz 1 2
H 2.5523 1.6590 -0.0282
O 0.9012 1.2507 1.0557
O 0.1305 2.0625 0.2406
C 2.0535 0.9614 0.6535
H 2.6446 0.3928 1.3768
Cu -1.4606 1.2141 0.1474
O -1.9125 -0.3705 -0.2189
C -1.3795 -1.5450 -0.6863
H -1.9414 -2.4307 -0.3345
H -1.3556 -1.5555 -1.7928
H -0.2324 -1.6390 -0.4133
*
```

HOMO level (alpha / beta): -14.7 / -14.3 eV
electronic energy: -52923.187 eV
HOMO-LUMO gap (alpha / beta): 8.274 / 7.689 eV

The Mulliken scheme yields these atomic charges, measured in e:
1. H 0.304
2. O 0.185
3. O -0.473
4. C 0.051
5. H 0.282
6. Cu 1.016
7. O -0.600
8. C -0.451
9. H 0.239
10. H 0.283
11. H 0.164

***

Entry 3:
Here is a cluster of 9 separate species, C44H115N9O13 in total at a distorted geometry from the Open Molecules 2025 dataset. Energies are from ωB97M-V with the def2-TZVPD basis set.

Structure (ORCA input):
```
! wB97M-V def2-TZVPD RIJCOSX def2/J DEFGRID3
* xyz 0 1
C -14.9682 -11.7370 -12.6079
O -14.2743 -12.4747 -11.6326
C -13.0007 -12.8029 -12.0434
C -11.9886 -11.8920 -11.2328
N -10.7761 -12.6693 -10.9034
C -9.8721 -12.8090 -12.0954
C -9.5170 -11.4425 -12.8356
O -10.4086 -10.9754 -13.8795
C -10.1456 -9.6670 -14.3951
H -14.3244 -10.9567 -13.0139
H -15.6762 -11.0801 -12.1026
H -15.5222 -12.2998 -13.3591
H -12.9135 -12.7170 -13.1265
H -12.7772 -13.7897 -11.6378
H -12.2562 -11.5952 -10.2187
H -11.7222 -10.9634 -11.7375
H -10.2911 -12.0851 -10.2374
H -10.1633 -13.5709 -12.8185
H -8.9221 -13.2818 -11.8465
H -8.4980 -11.5531 -13.2066
H -9.3414 -10.6295 -12.1312
H -11.0622 -9.4401 -14.9397
H -9.3777 -9.8181 -15.1537
H -9.8275 -8.8988 -13.6903
C -17.8629 -16.5337 -18.0379
O -16.9882 -15.5316 -17.4423
C -17.1778 -14.2910 -18.0990
C -16.1776 -13.1452 -17.6869
N -16.6142 -12.3015 -16.5933
C -15.9435 -11.1124 -16.3293
C -14.3564 -11.1203 -16.2476
O -13.7638 -11.1210 -17.5026
C -12.3575 -10.9016 -17.3492
H -18.9384 -16.3569 -18.0401
H -17.6345 -17.4766 -17.5409
H -17.4138 -16.7814 -18.9998
H -18.1460 -13.8868 -17.8038
H -16.8888 -14.4413 -19.1392
H -16.1668 -12.4807 -18.5509
H -15.2392 -13.6661 -17.4964
H -17.5417 -11.9979 -16.8533
H -16.2185 -10.6497 -15.3815
H -16.1914 -10.3569 -17.0748
H -14.2025 -12.0814 -15.7571
H -13.8861 -10.3848 -15.5950
H -11.7900 -11.2713 -18.2033
H -11.8670 -11.6612 -16.7404
H -11.9292 -9.9242 -17.1274
C -6.7622 -14.4843 -13.9699
O -7.2091 -15.0838 -15.1816
C -8.6287 -15.1143 -15.3500
C -9.0998 -15.6914 -16.7388
N -10.5757 -15.9111 -16.8488
C -11.3210 -14.7095 -16.8531
C -12.7450 -15.0177 -17.1478
O -13.0646 -15.6501 -18.3551
C -13.8727 -16.8555 -18.1972
H -5.7958 -14.9032 -13.6892
H -7.3226 -14.8988 -13.1318
H -6.8009 -13.3999 -13.8663
H -8.9385 -14.1014 -15.0928
H -9.0913 -15.7199 -14.5707
H -8.6544 -16.6786 -16.8617
H -8.7434 -15.0935 -17.5776
H -10.8437 -16.4338 -17.6705
H -10.9328 -14.0587 -17.6366
H -11.1903 -14.2055 -15.8955
H -13.1853 -14.0328 -17.3035
H -13.1250 -15.5540 -16.2784
H -13.3083 -17.7197 -17.8468
H -14.1936 -17.2623 -19.1562
H -14.8018 -16.9099 -17.6299
C -7.0992 -16.7982 -24.3218
O -7.5820 -16.8369 -22.9821
C -7.3168 -17.9985 -22.2273
C -8.3487 -19.1911 -22.6466
N -9.7881 -18.8480 -22.6313
C -10.2815 -18.8306 -21.2025
C -9.9998 -20.0698 -20.3059
O -11.0373 -20.2642 -19.3145
C -10.9427 -19.4812 -18.0767
H -7.3604 -15.8502 -24.7920
H -7.5777 -17.7017 -24.6998
H -6.0315 -17.0122 -24.2745
H -7.3697 -17.7369 -21.1705
H -6.3081 -18.3978 -22.3334
H -8.1099 -20.0506 -22.0202
H -8.0854 -19.5083 -23.6557
H -9.7013 -17.8940 -22.9513
H -11.3183 -18.5018 -21.2745
H -9.7511 -18.0509 -20.6560
H -9.0792 -19.9372 -19.7376
H -9.7106 -20.9108 -20.9361
H -10.1112 -19.7761 -17.4366
H -11.9030 -19.6642 -17.5946
H -10.8075 -18.4057 -18.1914
C -1.1366 -17.9788 -10.6556
C -1.3618 -16.5590 -11.0055
C -2.7830 -16.2321 -11.3045
O -3.4106 -17.1089 -12.2701
C -3.0640 -17.0129 -13.6954
N -0.7001 -15.7459 -9.9739
H -1.1121 -18.6155 -11.5399
H -1.7352 -18.3059 -9.8054
H -0.0862 -18.0883 -10.3861
H -0.8112 -16.3156 -11.9142
H -2.8814 -15.2454 -11.7572
H -3.2418 -16.2326 -10.3158
H -1.9854 -17.1497 -13.7733
H -3.3981 -16.0138 -13.9750
H -3.4336 -17.9099 -14.1923
H -0.8965 -14.7682 -10.1339
H 0.2633 -15.9811 -10.1654
C -6.7993 -10.1656 -17.9470
C -7.8127 -11.3043 -18.4180
C -7.0333 -12.3669 -19.2037
O -8.0291 -13.3170 -19.4857
C -7.6179 -14.6467 -19.7543
N -8.3687 -11.9168 -17.2608
H -6.2011 -9.7184 -18.7408
H -6.0241 -10.5524 -17.2855
H -7.4308 -9.4281 -17.4517
H -8.5953 -10.9571 -19.0926
H -6.3011 -12.7538 -18.4950
H -6.5041 -11.9858 -20.0771
H -8.2957 -15.3781 -20.1945
H -7.0462 -15.1298 -18.9619
H -6.8847 -14.4605 -20.5391
H -8.7318 -12.7398 -17.7200
H -7.5810 -12.2716 -16.7376
C -16.0521 -20.2962 -18.6763
C -17.3998 -21.0495 -18.4454
C -17.3162 -21.9028 -17.1861
O -16.2172 -22.7537 -17.3857
C -15.8368 -23.2010 -16.0530
N -18.5520 -20.1845 -18.5453
H -15.4576 -20.3637 -17.7652
H -16.2922 -19.2658 -18.9384
H -15.4556 -20.7354 -19.4760
H -17.4314 -21.7553 -19.2755
H -18.2907 -22.2880 -16.8858
H -17.1648 -21.0780 -16.4898
H -15.2546 -24.0894 -16.2975
H -16.6463 -23.7534 -15.5760
H -15.2154 -22.4975 -15.4989
H -19.3726 -20.7733 -18.5500
H -18.5783 -19.6218 -19.3836
C -14.0440 -18.9066 -13.4978
C -13.4724 -17.7824 -14.2930
C -13.5106 -16.4552 -13.4691
O -14.9170 -16.1087 -13.0525
C -15.8927 -15.9281 -14.0505
N -12.2062 -18.1764 -14.8461
H -15.0963 -18.7329 -13.2727
H -13.5314 -19.3073 -12.6233
H -14.0377 -19.7574 -14.1791
H -14.0790 -17.6528 -15.1893
H -13.1434 -15.6454 -14.0994
H -12.9298 -16.6542 -12.5684
H -16.4086 -16.7771 -14.4990
H -15.5131 -15.1453 -14.7072
H -16.7084 -15.4292 -13.5273
H -11.5447 -18.3625 -14.1059
H -11.8069 -17.4072 -15.3648
C -12.9427 -14.6505 -21.7186
C -11.5330 -14.3837 -21.2736
C -11.2444 -12.9858 -20.7912
O -11.8684 -12.1280 -21.7424
C -11.6044 -10.7802 -21.3651
N -11.0340 -15.3892 -20.3986
H -13.2498 -14.1149 -22.6169
H -13.5744 -14.3982 -20.8670
H -12.9824 -15.7111 -21.9667
H -10.9606 -14.3959 -22.2012
H -10.2123 -12.7393 -20.5417
H -11.8000 -12.9272 -19.8553
H -12.0483 -10.5942 -20.3871
H -12.0394 -10.0623 -22.0605
H -10.5425 -10.5431 -21.4307
H -11.6743 -15.3920 -19.6176
H -10.1080 -15.0928 -20.1249
*
```

SMILES: COC[C@H](C)N.COC[C@H](C)N.COC[C@H](C)N.COC[C@H](C)N.COC[C@H](C)N.COCCNCCOC.COCCNCCOC.COCCNCCOC.COCCNCCOC
HOMO level: -8.6 eV
electronic energy: -87505.812 eV
HOMO-LUMO gap: 9.090 eV

Atomic partial charges in e from the Mulliken method, atoms 1 to 99:
1. C -0.731
2. O -0.493
3. C -0.015
4. C -0.686
5. N -0.413
6. C -0.462
7. C -0.866
8. O -0.054
9. C -0.678
10. H 0.284
11. H 0.424
12. H 0.236
13. H 0.085
14. H 0.318
15. H 0.456
16. H 0.235
17. H 0.330
18. H 0.053
19. H 0.330
20. H 0.513
21. H 0.554
22. H 0.134
23. H 0.122
24. H 0.333
25. C -1.046
26. O -0.060
27. C -0.861
28. C 0.356
29. N -0.237
30. C -1.366
31. C 0.168
32. O -0.390
33. C -0.531
34. H 0.354
35. H 0.288
36. H 0.405
37. H 0.252
38. H 0.415
39. H 0.499
40. H -0.522
41. H 0.296
42. H 0.391
43. H 0.476
44. H -0.157
45. H 0.658
46. H -0.108
47. H 0.127
48. H 0.628
49. C -0.507
50. O -0.431
51. C -0.454
52. C 0.100
53. N 0.425
54. C -0.086
55. C 0.445
56. O 0.448
57. C -1.041
58. H 0.054
59. H 0.288
60. H 0.291
61. H 0.165
62. H 0.514
63. H 0.755
64. H -0.701
65. H -0.487
66. H -0.527
67. H 1.043
68. H -0.614
69. H -0.641
70. H 0.173
71. H 0.292
72. H 0.070
73. C -0.821
74. O -0.214
75. C -0.495
76. C -0.899
77. N -0.467
78. C 0.451
79. C -0.962
80. O -0.437
81. C 0.014
82. H 0.199
83. H 0.337
84. H 0.335
85. H 0.269
86. H 0.403
87. H 0.339
88. H 0.408
89. H 0.398
90. H 0.356
91. H -0.287
92. H 0.380
93. H 0.437
94. H 0.452
95. H 0.162
96. H -0.232
97. C -1.356
98. C 0.597
99. C -0.839

***

Computed molar mass (g/mol) in order:
147.22; 140.61; 978.45